DFT (wB97M-V/def2-TZVPD) results for a single C5H6O2S molecule in a non-equilibrium geometry.

```
14
Properties=species:S:1:pos:R:3:nbo_charge:R:1
C 3.1412 -0.1286 -0.1661 -0.374
C 1.8324 -0.0422 0.1409 -0.069
C 1.0542 1.2082 -0.1418 -0.122
O -0.3219 1.1937 0.3700 -0.507
C -1.0557 0.0478 0.0640 0.428
S -2.6841 -0.1013 -0.0556 0.005
O -0.1887 -0.9207 -0.5927 -0.541
C 0.8810 -1.1542 0.4616 -0.129
H 3.9127 0.5257 -0.4661 0.221
H 3.4993 -1.2225 -0.1703 0.192
H 1.0258 1.5399 -1.2946 0.218
H 1.5595 2.1302 0.3691 0.224
H 1.5939 -2.1170 0.4847 0.237
H 0.3204 -1.0050 1.5972 0.216
```

Computed properties:
Frontier orbital gap in eV: 9.2354
Total energy in Eh: -742.661187
Energy relative to the best compared isomer or geometry (same formula, charge and spin) in eV: 3.366
F_max in eV/A: 4.478
Highest occupied orbital energy in eV: -9.1
Structure (SMILES): C=C1COC(=S)OC1

=====

DFT (wB97M-V/def2-TZVPD) results for a single C5H6O3 molecule in a non-equilibrium geometry.

```
14
Properties=species:S:1:pos:R:3:nbo_charge:R:1
C -0.9878 0.1840 1.1748 -0.106
O -0.1531 1.3272 0.9219 -0.528
C 0.9422 0.8418 0.2045 0.336
O 1.1981 -0.3969 0.7000 -0.474
C -0.0964 -0.9295 0.4750 0.023
C -0.2474 -0.7047 -1.0188 -0.003
O 1.0571 -0.7987 -1.6152 -0.461
C 0.4773 0.4605 -1.2742 -0.011
H -1.1722 -0.1225 2.2586 0.196
H -1.8508 0.4603 0.6094 0.190
H 1.8385 1.5655 0.3214 0.198
H -0.1775 -1.9873 0.8988 0.220
H -1.0855 -1.0866 -1.6019 0.212
H 0.2574 1.1869 -2.0544 0.207
```

Computed properties:
Frontier orbital gap in eV: 10.7731
Total energy in Eh: -419.743286
Energy relative to the best compared isomer or geometry (same formula, charge and spin) in eV: 2.615
F_max in eV/A: 3.211
Highest occupied orbital energy in eV: -9.9
Structure (SMILES): C1O[C@H]2O[C@@H]1[C@@H]1O[C@H]21

=====

DFT (wB97M-V/def2-TZVPD) results for C5H6O3 as an isolated structure in a non-equilibrium geometry.

```
14
Properties=species:S:1:pos:R:3:nbo_charge:R:1
C 2.2101 0.1572 -0.0220 0.929
C 0.2847 0.6434 0.1824 0.053
C -1.3995 0.8055 0.0333 -0.419
C -1.2467 -0.8775 0.0409 -0.390
C 0.2056 -0.6178 -0.5294 0.053
H 0.2963 0.3997 1.1628 0.177
H -1.9798 1.1596 -0.8528 0.237
H -1.6213 1.1764 1.3252 0.220
H -1.9714 -1.2372 -0.4963 0.199
H -1.1998 -1.2791 1.1352 0.216
H 0.1571 -0.4031 -1.6529 0.190
O 3.4340 -0.0419 0.1675 -0.517
O 1.3411 1.2452 -0.4173 -0.454
O 1.4897 -1.1304 -0.0765 -0.492
```

Computed properties:
Frontier orbital gap in eV: 11.1714
Total energy in Eh: -419.639123
Energy relative to the best compared isomer or geometry (same formula, charge and spin) in eV: 5.450
F_max in eV/A: 8.410
Highest occupied orbital energy in eV: -10.5